# 1
DFT (ωB97M-V with the def2-TZVPD basis set) results for a cluster of 9 separate species, C24H72N6O9 in total.

Spin multiplicity   1
Energy relative to the best compared isomer or geometry (same formula, charge and spin)   50.63 kcal per mole
Kohn-Sham gap   9.332 eV
LUMO level   0.42 eV

Positions of all 111 atoms, in Å:
C (-3.10, 5.57, 3.11)
O (-2.11, 5.05, 2.29)
C (-2.59, 4.06, 1.43)
C (-1.46, 3.37, 0.57)
C (-0.26, 2.87, 1.40)
N (-0.99, 4.23, -0.44)
H (-3.70, 4.85, 3.67)
H (-3.78, 6.28, 2.65)
H (-2.60, 6.08, 3.93)
H (-3.01, 3.23, 2.00)
H (-3.36, 4.39, 0.74)
H (-1.90, 2.48, 0.12)
H (0.29, 3.64, 1.94)
H (0.38, 2.32, 0.71)
H (-0.56, 2.20, 2.20)
H (-1.52, 5.08, -0.53)
H (-0.17, 4.62, 0.00)
C (-1.95, -4.04, 2.63)
O (-1.76, -4.51, 1.25)
C (-0.89, -5.70, 1.28)
C (-0.73, -6.19, -0.21)
C (-0.27, -7.64, -0.22)
N (0.25, -5.41, -0.96)
H (-2.67, -4.56, 3.27)
H (-2.12, -2.97, 2.69)
H (-1.03, -4.05, 3.20)
H (0.09, -5.53, 1.72)
H (-1.32, -6.56, 1.78)
H (-1.65, -6.07, -0.78)
H (0.60, -7.71, 0.44)
H (-0.09, -8.10, -1.19)
H (-1.06, -8.22, 0.25)
H (1.15, -5.42, -0.51)
H (-0.03, -4.44, -0.83)
C (-4.39, 0.99, 0.41)
O (-3.59, 0.42, -0.67)
C (-2.70, -0.67, -0.45)
C (-2.57, -1.50, -1.81)
C (-3.83, -2.31, -2.08)
N (-1.45, -2.47, -1.60)
H (-3.84, 1.18, 1.33)
H (-5.16, 0.25, 0.60)
H (-4.94, 1.83, -0.02)
H (-1.77, -0.32, 0.00)
H (-3.05, -1.33, 0.35)
H (-2.43, -0.88, -2.69)
H (-4.32, -2.61, -1.15)
H (-3.55, -3.03, -2.85)
H (-4.55, -1.67, -2.57)
H (-1.39, -3.11, -2.38)
H (-1.86, -3.07, -0.89)
C (1.63, 0.09, 2.72)
O (0.40, -0.33, 3.33)
C (0.23, -0.04, 4.73)
C (-1.23, -0.10, 5.10)
C (-2.17, 0.82, 4.28)
N (-1.48, 0.04, 6.54)
H (1.52, 0.15, 1.63)
H (2.31, -0.71, 3.02)
H (1.90, 1.11, 2.98)
H (0.78, -0.69, 5.41)
H (0.62, 0.97, 4.87)
H (-1.53, -1.12, 4.86)
H (-1.89, 1.87, 4.40)
H (-3.18, 0.74, 4.68)
H (-2.25, 0.58, 3.22)
H (-2.31, -0.50, 6.74)
H (-1.87, 0.96, 6.68)
C (3.41, 2.39, 0.34)
O (4.71, 2.00, 0.01)
C (4.83, 1.40, -1.26)
C (6.22, 1.49, -1.94)
C (6.21, 0.68, -3.27)
N (7.25, 0.99, -1.00)
H (3.24, 2.28, 1.41)
H (2.59, 1.84, -0.13)
H (3.38, 3.42, -0.02)
H (4.56, 0.36, -1.09)
H (4.07, 1.80, -1.93)
H (6.45, 2.55, -2.10)
H (7.17, 0.94, -3.73)
H (5.49, 0.98, -4.03)
H (6.21, -0.40, -3.13)
H (8.16, 1.40, -1.12)
H (6.90, 1.28, -0.10)
C (2.29, 2.03, -5.82)
O (1.07, 1.70, -5.23)
C (0.99, 1.87, -3.84)
C (-0.34, 1.39, -3.29)
C (-1.46, 2.21, -3.92)
N (-0.40, 1.57, -1.86)
H (2.45, 3.08, -5.56)
H (2.34, 1.91, -6.90)
H (3.14, 1.49, -5.42)
H (1.87, 1.43, -3.37)
H (1.11, 2.94, -3.70)
H (-0.65, 0.37, -3.56)
H (-1.48, 3.25, -3.58)
H (-2.42, 1.76, -3.69)
H (-1.40, 2.24, -5.01)
H (-0.37, 2.54, -1.58)
H (-1.36, 1.33, -1.67)
O (2.68, -2.29, -2.85)
H (2.21, -1.84, -2.14)
H (2.35, -1.87, -3.65)
O (0.83, -1.25, -0.63)
H (0.66, -0.30, -0.67)
H (0.05, -1.65, -1.02)
O (1.18, -2.97, 1.39)
H (1.35, -2.38, 0.66)
H (0.30, -2.73, 1.69)

---

# 2
DFT (ωB97M-V with the def2-TZVPD basis set) results for a cluster of 3 separate species, C17H35BN3O7 in total.

Spin multiplicity   1
Total charge   +1
Kohn-Sham gap   9.631 eV
LUMO level   -2.79 eV

Positions of all 63 atoms, in Å:
C (6.43, 2.94, 1.89)
C (5.13, 2.24, 1.46)
N (5.22, 0.79, 1.69)
C (5.21, 0.02, 0.46)
C (3.85, -0.12, -0.20)
C (2.91, -0.94, 0.69)
C (1.53, -1.16, 0.03)
C (0.96, 0.07, -0.72)
C (3.53, -2.32, 0.90)
C (5.00, -2.39, 1.31)
N (5.88, -1.28, 0.76)
B (6.80, -1.83, -0.37)
N (6.60, -1.60, -1.75)
O (7.86, -2.59, 0.08)
H (6.76, 2.47, 2.81)
H (6.28, 4.00, 2.02)
H (7.20, 2.73, 1.16)
H (4.30, 2.68, 2.00)
H (4.98, 2.48, 0.41)
H (4.50, 0.47, 2.31)
H (5.86, 0.56, -0.22)
H (3.86, -0.57, -1.19)
H (3.47, 0.89, -0.31)
H (2.70, -0.42, 1.62)
H (1.53, -2.04, -0.60)
H (0.85, -1.36, 0.85)
H (1.40, 1.00, -0.40)
H (-0.10, 0.12, -0.51)
H (1.05, -0.09, -1.79)
H (2.97, -2.81, 1.69)
H (3.34, -2.91, 0.00)
H (5.10, -2.45, 2.38)
H (5.41, -3.32, 0.94)
H (6.54, -1.05, 1.51)
H (7.33, -1.01, -2.15)
H (5.71, -1.19, -2.00)
H (8.54, -2.00, 0.46)
C (-5.67, 0.64, -2.89)
C (-4.52, 0.52, -1.92)
C (-3.41, 1.51, -2.14)
O (-2.26, 0.78, -1.66)
C (-2.53, -0.54, -1.79)
O (-1.72, -1.41, -1.67)
O (-3.83, -0.74, -2.09)
H (-6.47, -0.04, -2.63)
H (-6.06, 1.66, -2.89)
H (-5.34, 0.38, -3.90)
H (-4.88, 0.56, -0.90)
H (-3.54, 2.43, -1.57)
H (-3.25, 1.75, -3.19)
C (-10.12, 0.32, 1.81)
C (-9.15, 0.43, 0.67)
C (-8.04, -0.60, 0.67)
O (-6.96, 0.10, 0.03)
C (-7.16, 1.43, 0.24)
O (-6.36, 2.27, 0.00)
O (-8.39, 1.66, 0.75)
H (-10.93, 1.04, 1.70)
H (-10.55, -0.68, 1.85)
H (-9.63, 0.53, 2.76)
H (-9.68, 0.43, -0.29)
H (-8.29, -1.50, 0.12)
H (-7.72, -0.88, 1.68)

---

# 3
DFT (ωB97M-V with the def2-TZVPD basis set) results for a cluster of 2 separate species, C3H4N2 in total.

Spin multiplicity   1
Energy relative to the best compared isomer or geometry (same formula, charge and spin)   36.67 kcal per mole
Kohn-Sham gap   11.090 eV
LUMO level   1.20 eV

Positions of all 9 atoms, in Å:
C (-0.02, 1.68, 0.08)
C (0.46, 0.59, -0.09)
C (0.94, -0.77, 0.09)
H (-0.34, 2.62, -0.06)
H (-0.01, -1.35, 0.24)
H (1.53, -0.73, 1.08)
H (1.57, -1.08, -0.73)
N (-1.98, -0.92, -0.63)
N (-2.15, -0.04, 0.01)

---

# 4
DFT (ωB97M-V with the def2-TZVPD basis set) results for a cluster of 8 separate species, H16O8 in total.

Spin multiplicity   1
Energy relative to the best compared isomer or geometry (same formula, charge and spin)   62.90 kcal per mole
Kohn-Sham gap   10.017 eV
LUMO level   -0.44 eV

Positions of all 24 atoms, in Å:
O (0.33, 0.43, 0.71)
H (-0.23, 1.02, 0.26)
H (0.03, -0.41, 0.41)
O (-0.23, -1.60, -1.15)
H (0.63, -1.23, -1.45)
H (-0.96, -1.53, -1.76)
O (-2.28, 1.17, -1.56)
H (-2.30, 2.10, -1.80)
H (-1.68, 0.77, -2.13)
O (-3.18, -0.79, 0.19)
H (-2.62, -0.01, 0.03)
H (-3.43, -1.09, -0.65)
O (0.01, -2.34, 1.92)
H (0.75, -2.03, 1.39)
H (-0.47, -1.56, 2.11)
O (2.58, 0.93, 2.59)
H (1.93, 0.99, 1.89)
H (2.23, 0.29, 3.18)
O (0.37, 2.85, -1.41)
H (-0.49, 3.08, -1.68)
H (0.98, 3.03, -2.13)
O (2.41, -1.61, 0.47)
H (3.12, -1.78, -0.10)
H (2.50, -0.70, 0.69)

---

# 5
DFT (ωB97M-V with the def2-TZVPD basis set) results for a cluster of 2 separate species, CH3O4S in total.

Spin multiplicity   1
Total charge   -1
Energy relative to the best compared isomer or geometry (same formula, charge and spin)   142.24 kcal per mole
Kohn-Sham gap (alpha / beta)   7.613 / 7.611 eV
LUMO level (alpha / beta)   3.71 / 3.71 eV

Positions of all 9 atoms, in Å:
C (-1.06, 0.56, -0.56)
O (1.48, 0.91, -1.14)
O (-0.07, -0.54, -2.60)
O (1.93, -1.03, 0.73)
O (1.21, -1.88, -0.20)
S (0.34, 0.01, -1.31)
H (-1.97, -0.14, -0.87)
H (-1.06, 0.57, 0.60)
H (1.95, -0.20, 0.25)

---

# 6
DFT (ωB97M-V with the def2-TZVPD basis set) results for a cluster of 10 separate species, C43H53Cl2N9 in total.

Spin multiplicity   1
Kohn-Sham gap   9.990 eV
LUMO level   0.59 eV

Positions of all 107 atoms, in Å:
C (15.12, 16.48, 19.75)
C (15.07, 17.45, 18.80)
C (14.62, 17.17, 17.51)
N (14.21, 15.93, 17.27)
C (14.08, 15.03, 18.22)
C (14.57, 15.26, 19.49)
H (15.62, 16.60, 20.74)
H (15.41, 18.42, 18.97)
H (14.52, 17.98, 16.79)
H (13.75, 14.03, 17.92)
H (14.56, 14.53, 20.30)
C (14.52, 19.25, 10.48)
C (15.77, 19.52, 10.96)
C (16.75, 19.97, 10.10)
N (16.53, 20.16, 8.80)
C (15.34, 19.87, 8.30)
C (14.32, 19.47, 9.13)
H (13.93, 18.76, 11.24)
H (15.93, 19.36, 11.98)
H (17.79, 20.12, 10.38)
H (15.21, 20.00, 7.20)
H (13.42, 19.19, 8.58)
C (17.52, 15.66, 9.80)
C (16.61, 16.20, 8.86)
C (15.24, 15.85, 8.87)
N (14.84, 14.86, 9.69)
C (15.68, 14.38, 10.61)
C (17.03, 14.70, 10.67)
H (18.55, 15.87, 9.66)
H (16.93, 16.84, 8.09)
H (14.56, 16.28, 8.16)
H (15.31, 13.67, 11.34)
H (17.72, 14.34, 11.42)
C (10.78, 16.33, 17.78)
C (10.94, 16.07, 16.42)
C (11.39, 17.01, 15.54)
N (11.63, 18.23, 15.93)
C (11.49, 18.52, 17.20)
C (11.12, 17.64, 18.21)
H (10.49, 15.55, 18.42)
H (10.60, 15.17, 15.91)
H (11.41, 16.78, 14.49)
H (11.70, 19.56, 17.50)
H (11.14, 17.98, 19.28)
C (14.58, 9.99, 16.41)
C (13.72, 9.24, 15.72)
C (12.43, 9.56, 15.51)
N (12.00, 10.77, 15.93)
C (12.83, 11.55, 16.58)
C (14.14, 11.24, 16.78)
H (15.61, 9.68, 16.65)
H (14.09, 8.30, 15.22)
H (11.78, 8.92, 14.97)
H (12.42, 12.48, 16.97)
H (14.75, 11.97, 17.26)
C (13.24, 21.22, 16.75)
C (13.91, 20.40, 15.76)
C (15.29, 20.48, 15.67)
N (15.99, 21.02, 16.63)
C (15.46, 21.73, 17.63)
C (14.08, 21.85, 17.72)
H (12.13, 21.26, 16.81)
H (13.28, 19.75, 15.21)
H (15.81, 20.13, 14.81)
H (16.21, 22.12, 18.28)
H (13.55, 22.37, 18.49)
C (15.82, 9.87, 10.61)
C (14.62, 10.81, 10.74)
C (14.35, 11.33, 12.18)
C (15.56, 11.77, 12.86)
N (16.46, 12.19, 13.43)
H (16.73, 10.38, 11.03)
H (15.95, 9.55, 9.57)
H (15.77, 8.93, 11.20)
H (13.72, 10.36, 10.40)
H (14.76, 11.64, 10.06)
H (13.90, 10.55, 12.77)
H (13.72, 12.26, 12.11)
C (19.48, 15.10, 14.16)
C (19.08, 14.40, 15.46)
C (18.09, 15.34, 16.27)
C (17.56, 14.60, 17.38)
N (17.36, 13.89, 18.29)
H (20.34, 14.66, 13.60)
H (19.64, 16.13, 14.41)
H (18.63, 15.15, 13.48)
H (19.96, 14.18, 15.98)
H (18.54, 13.42, 15.34)
H (17.29, 15.52, 15.55)
H (18.56, 16.30, 16.48)
C (7.68, 13.12, 16.33)
C (6.35, 12.97, 15.56)
C (5.60, 11.67, 15.96)
C (6.40, 10.40, 15.50)
N (6.86, 9.55, 14.88)
H (8.31, 13.85, 15.84)
H (8.21, 12.19, 16.37)
H (7.46, 13.58, 17.30)
H (6.46, 12.92, 14.44)
H (5.62, 13.80, 15.77)
H (4.69, 11.62, 15.41)
H (5.31, 11.53, 17.03)
Cl (15.27, 16.71, 13.36)
C (14.61, 15.20, 14.01)
Cl (13.23, 14.50, 13.25)
H (15.43, 14.45, 14.01)
H (14.37, 15.32, 15.09)

---

# 7
DFT (ωB97M-V with the def2-TZVPD basis set) results for an isolated molecule of C4H10N2S.

Spin multiplicity   1
Energy relative to the best compared isomer or geometry (same formula, charge and spin)   8.80 kcal per mole
Kohn-Sham gap   9.556 eV
LUMO level   0.87 eV

Positions of all 17 atoms, in Å:
H (0.55, 2.67, 0.25)
N (-0.20, 1.99, -0.04)
C (0.20, 0.78, 0.14)
C (1.59, 0.45, 0.68)
S (2.73, -0.27, -0.55)
N (-0.60, -0.29, -0.23)
C (-0.41, -1.60, 0.34)
C (-1.94, 0.06, -0.68)
H (1.56, -0.29, 1.51)
H (2.00, 1.36, 1.09)
H (2.50, 0.67, -1.50)
H (0.60, -1.93, 0.25)
H (-0.74, -1.69, 1.38)
H (-1.02, -2.35, -0.25)
H (-2.57, 0.37, 0.15)
H (-2.35, -0.82, -1.17)
H (-1.90, 0.90, -1.39)

---

# 8
DFT (ωB97M-V with the def2-TZVPD basis set) results for an isolated molecule of C3H2BrN.

Spin multiplicity   1
Energy relative to the best compared isomer or geometry (same formula, charge and spin)   11.58 kcal per mole
Kohn-Sham gap   9.675 eV
LUMO level   -0.28 eV

Positions of all 7 atoms, in Å:
N (-2.01, 1.70, 0.27)
C (-1.09, 1.04, 0.25)
C (0.12, 0.35, 0.37)
C (0.41, -0.70, -0.51)
Br (1.86, -1.87, -0.33)
H (0.86, 0.52, 1.23)
H (-0.15, -1.03, -1.28)

---

# 9
DFT (ωB97M-V with the def2-TZVPD basis set) results for a structure of composition C30H29ClN3O6Pt.

Spin multiplicity   5
Total charge   +1
⟨S²⟩   6.04
Kohn-Sham gap (alpha / beta)   6.367 / 5.050 eV
LUMO level (alpha / beta)   -3.17 / -6.16 eV

Positions of all 70 atoms, in Å:
Pt (-0.54, -1.31, -0.01)
O (4.34, -2.08, 3.08)
C (4.63, -2.05, 1.79)
O (5.75, -2.11, 1.38)
C (3.48, -1.91, 0.83)
C (3.62, -1.97, -0.55)
Cl (4.97, -2.42, -1.45)
N (2.42, -1.72, -1.13)
N (1.51, -1.50, -0.16)
C (2.12, -1.60, 1.02)
C (1.27, -1.37, 2.25)
O (1.76, -1.47, 3.36)
O (0.05, -1.03, 2.02)
C (2.05, -1.54, -2.50)
C (0.82, -2.00, -2.94)
C (0.45, -1.81, -4.26)
C (1.31, -1.17, -5.15)
C (2.54, -0.72, -4.70)
C (2.92, -0.90, -3.38)
H (3.38, -1.92, 3.28)
H (0.16, -2.55, -2.28)
H (-0.51, -2.17, -4.60)
H (1.03, -1.04, -6.18)
H (3.22, -0.22, -5.38)
H (3.86, -0.51, -3.03)
C (-2.70, -3.21, 0.30)
C (-3.36, -1.82, 0.52)
C (-3.46, -1.57, 2.03)
C (-4.77, -1.92, -0.12)
C (-2.63, -0.69, -0.22)
H (-3.36, -3.98, 0.71)
H (-1.75, -3.31, 0.84)
H (-2.55, -3.42, -0.76)
H (-3.95, -2.42, 2.50)
H (-4.06, -0.69, 2.25)
H (-2.48, -1.45, 2.48)
H (-5.27, -2.81, 0.28)
H (-4.71, -2.02, -1.20)
H (-5.38, -1.05, 0.12)
H (-2.88, -0.66, -1.28)
C (-0.36, 2.37, 3.09)
O (0.02, 2.68, 1.76)
C (1.27, 2.36, 1.36)
C (2.22, 1.77, 2.19)
C (3.50, 1.50, 1.72)
C (3.84, 1.79, 0.41)
C (2.91, 2.39, -0.42)
C (1.63, 2.70, 0.05)
N (0.82, 3.50, -0.79)
C (-0.50, 3.70, -0.85)
C (-1.57, 2.90, -0.47)
C (-2.88, 3.48, -0.45)
C (-4.01, 2.73, -0.11)
C (-3.93, 1.42, 0.26)
C (-2.61, 0.72, 0.37)
C (-1.45, 1.49, -0.23)
O (-0.43, 0.85, -0.57)
H (-1.41, 2.64, 3.17)
H (0.21, 2.96, 3.81)
H (-0.24, 1.30, 3.30)
H (1.98, 1.56, 3.22)
H (4.23, 1.08, 2.40)
H (4.83, 1.58, 0.04)
H (3.17, 2.66, -1.43)
H (1.35, 4.09, -1.40)
H (-0.76, 4.66, -1.29)
H (-2.99, 4.52, -0.72)
H (-4.98, 3.21, -0.14)
H (-4.81, 0.87, 0.55)
H (-2.34, 0.64, 1.43)

---

# 10
DFT (ωB97M-V with the def2-TZVPD basis set) results for a cluster of 8 separate species, C12H40O8 in total.

Spin multiplicity   1
Energy relative to the best compared isomer or geometry (same formula, charge and spin)   18.47 kcal per mole
Kohn-Sham gap   10.229 eV
LUMO level   0.40 eV

Positions of all 60 atoms, in Å:
C (6.63, 9.36, 8.57)
C (6.34, 7.81, 8.47)
C (6.12, 7.52, 7.00)
O (7.32, 7.01, 9.09)
H (6.97, 9.72, 9.52)
H (5.62, 9.87, 8.39)
H (7.36, 9.62, 7.75)
H (5.38, 7.73, 8.95)
H (5.45, 8.23, 6.51)
H (5.61, 6.55, 7.04)
H (7.02, 7.51, 6.43)
H (8.16, 7.04, 8.63)
C (9.87, 5.55, 5.29)
C (10.70, 6.16, 6.42)
C (11.84, 6.93, 5.77)
O (9.87, 6.90, 7.26)
H (10.52, 4.88, 4.77)
H (9.59, 6.32, 4.56)
H (9.00, 4.99, 5.72)
H (11.08, 5.33, 7.01)
H (12.51, 7.49, 6.47)
H (11.48, 7.61, 5.00)
H (12.38, 6.20, 5.20)
H (10.35, 7.52, 7.86)
C (10.57, 13.52, 6.83)
C (9.27, 12.71, 6.51)
C (9.62, 11.18, 6.62)
O (8.31, 12.88, 7.60)
H (11.30, 13.32, 6.05)
H (10.96, 13.29, 7.84)
H (10.32, 14.57, 6.86)
H (8.86, 12.94, 5.55)
H (10.54, 10.94, 6.15)
H (8.85, 10.55, 6.12)
H (9.78, 10.97, 7.72)
H (7.40, 12.69, 7.31)
C (12.74, 12.86, 11.58)
C (12.13, 11.51, 11.14)
C (10.73, 11.37, 11.75)
O (11.88, 11.42, 9.67)
H (12.71, 12.85, 12.66)
H (12.13, 13.61, 11.06)
H (13.84, 12.93, 11.41)
H (12.73, 10.67, 11.45)
H (10.87, 11.53, 12.85)
H (10.33, 10.36, 11.56)
H (10.06, 12.10, 11.28)
H (12.79, 11.42, 9.37)
O (9.95, 7.36, 11.29)
H (9.16, 6.99, 10.87)
H (10.11, 6.81, 12.02)
O (14.18, 9.83, 9.13)
H (15.08, 9.55, 9.07)
H (13.58, 9.09, 8.85)
O (8.52, 4.71, 10.07)
H (9.27, 5.24, 9.86)
H (7.83, 5.37, 9.88)
O (11.40, 8.72, 9.05)
H (11.34, 9.66, 9.32)
H (11.30, 8.22, 9.88)

---

Question: spin multiplicity of number 2 (C17H35BN3O7)?
Answer: 1